{
  "formula": "C8H11BO2",
  "method": "ωB97M-V with the def2-TZVPD basis set",
  "species": ["O", "O", "B", "C", "C", "C", "C", "C", "C", "C", "C", "H", "H", "H", "H", "H", "H", "H", "H", "H", "H", "H"],
  "positions_angstrom": [[2.984, 1.299, 2.693], [3.503, -0.881, 1.795], [2.642, 0.212, 1.879], [1.506, 0.249, -0.322], [0.027, 0.088, 1.507], [0.442, 0.154, -1.215], [-1.058, 0.068, 0.653], [1.309, 0.166, 1.021], [-0.845, 0.196, -0.711], [-2.781, -1.011, -1.828], [-1.977, 0.267, -1.693], [2.231, 1.943, 2.736], [4.221, -0.816, 2.417], [2.521, 0.298, -0.682], [-0.108, -0.045, 2.587], [0.605, 0.142, -2.275], [-2.040, 0.062, 1.066], [-3.331, -1.135, -0.912], [-3.465, -1.025, -2.674], [-2.132, -1.879, -1.906], [-2.661, 1.078, -1.460], [-1.594, 0.570, -2.675]],
  "nbo_charge": [-0.90, -0.88, 1.12, -0.17, -0.17, -0.20, -0.23, -0.41, 0.00, -0.60, -0.42, 0.50, 0.49, 0.21, 0.20, 0.21, 0.21, 0.20, 0.21, 0.21, 0.21, 0.20],
  "orbital_gap_ev": 9.685,
  "total_energy_ha": -486.8816,
  "relative_energy_kcal_mol": 0.0,
  "spin_multiplicity": 1,
  "smiles": "CCc1ccc(B(O)O)cc1"
}


{
  "formula": "C8H11BrFNSi",
  "method": "ωB97M-V with the def2-TZVPD basis set",
  "species": ["C", "C", "C", "C", "C", "C", "C", "C", "N", "F", "Si", "Br", "H", "H", "H", "H", "H", "H", "H", "H", "H", "H", "H"],
  "positions_angstrom": [[1.681, 2.534, -0.851], [0.704, 3.236, -1.521], [1.430, 1.369, -0.164], [0.245, 0.713, -0.269], [-0.782, 1.576, -1.373], [-1.037, -0.499, 2.132], [1.162, -2.304, 0.604], [-1.524, -1.918, -0.500], [-0.466, 2.726, -1.823], [2.394, 0.897, 0.658], [-0.269, -0.970, 0.466], [-2.517, 1.001, -1.843], [2.607, 3.006, -0.914], [0.968, 4.095, -1.956], [-0.478, 0.234, 2.653], [-2.204, -0.373, 2.246], [-1.010, -1.481, 2.674], [1.049, -3.105, 1.302], [1.228, -2.731, -0.306], [2.138, -1.804, 0.853], [-1.666, -2.807, 0.124], [-2.506, -1.292, -0.591], [-1.143, -2.104, -1.603]],
  "nbo_charge": [-0.31, 0.06, 0.39, -0.52, 0.21, -1.12, -1.05, -1.15, -0.48, -0.32, 1.61, 0.10, 0.23, 0.19, 0.24, 0.25, 0.23, 0.24, 0.22, 0.24, 0.24, 0.25, 0.25],
  "orbital_gap_ev": 9.245,
  "total_energy_ha": -3329.5048,
  "spin_multiplicity": 1,
  "smiles": "C[Si](C)(C)c1c(F)ccnc1Br"
}


{
  "formula": "C8H11BrN",
  "method": "ωB97M-V with the def2-TZVPD basis set",
  "species": ["C", "C", "C", "C", "C", "C", "C", "C", "N", "Br", "H", "H", "H", "H", "H", "H", "H", "H", "H", "H", "H"],
  "positions_angstrom": [[1.993, -0.981, 2.168], [0.648, -0.488, 2.297], [2.692, -0.505, 1.037], [0.128, 0.362, 1.393], [2.110, 0.421, 0.197], [-2.788, -0.355, -1.804], [-1.415, -0.855, -1.767], [0.053, 1.350, -0.777], [0.777, 0.788, 0.266], [-1.346, 2.482, -0.376], [2.187, -1.882, 2.831], [-0.023, -0.709, 3.117], [3.738, -0.795, 0.969], [-0.775, 0.839, 1.599], [2.657, 1.032, -0.541], [-3.522, -1.016, -1.252], [-3.126, -0.202, -2.947], [-2.761, 0.613, -1.317], [-1.041, -1.196, -0.827], [-0.747, -0.507, -2.547], [0.560, 1.604, -1.721]],
  "nbo_charge": [-0.09, -0.22, -0.23, 0.04, 0.06, -0.72, -0.17, -0.16, -0.32, 0.19, 0.27, 0.26, 0.27, 0.24, 0.25, 0.25, 0.24, 0.24, 0.17, 0.19, 0.25],
  "orbital_gap_ev": [5.949, 7.511],
  "total_energy_ha": -2939.7961,
  "relative_energy_kcal_mol": 82.3,
  "spin_multiplicity": 1,
  "charge": 1
}


{
  "formula": "C8H11CdIN5OS",
  "method": "ωB97M-V with the def2-TZVPD basis set",
  "species": ["Cd", "N", "C", "S", "N", "N", "C", "C", "C", "C", "C", "C", "C", "O", "H", "H", "H", "H", "H", "H", "H", "N", "N", "H", "H", "H", "H", "I"],
  "positions_angstrom": [[-0.343, 0.087, -0.202], [2.366, -0.344, -3.751], [1.681, -0.379, -2.550], [-0.042, -0.452, -2.690], [2.442, -0.347, -1.498], [1.832, -0.390, -0.267], [2.632, -0.628, 0.707], [2.296, -0.746, 2.106], [3.369, -0.923, 2.994], [3.198, -1.065, 4.351], [1.897, -1.030, 4.867], [0.820, -0.867, 4.032], [0.956, -0.731, 2.621], [-0.099, -0.619, 1.896], [1.828, 0.007, -4.523], [3.319, -0.023, -3.685], [3.685, -0.764, 0.452], [4.373, -0.943, 2.579], [4.047, -1.199, 5.009], [1.739, -1.132, 5.935], [-0.189, -0.832, 4.427], [-0.598, -3.014, 0.147], [-1.694, -2.112, -0.036], [-0.886, -3.831, 0.672], [0.091, -2.525, 0.706], [-2.285, -2.066, 0.786], [-2.242, -2.437, -0.819], [-1.787, 2.375, 0.042]],
  "nbo_charge": [1.52, -0.82, 0.28, -0.52, -0.46, -0.43, 0.13, -0.26, -0.14, -0.32, -0.20, -0.27, 0.40, -0.86, 0.38, 0.38, 0.17, 0.19, 0.20, 0.19, 0.20, -0.67, -0.71, 0.32, 0.37, 0.35, 0.36, -0.79],
  "orbital_gap_ev": 7.375,
  "total_energy_ha": -1524.2281,
  "relative_energy_kcal_mol": 4.0,
  "spin_multiplicity": 1,
  "charge": -1
}


{
  "formula": "C8H11ClN2",
  "method": "ωB97M-V with the def2-TZVPD basis set",
  "species": ["C", "C", "C", "C", "C", "C", "C", "C", "N", "N", "Cl", "H", "H", "H", "H", "H", "H", "H", "H", "H", "H", "H"],
  "positions_angstrom": [[-0.933, -0.654, -3.206], [-0.613, 0.226, -2.222], [-0.752, -0.450, -1.005], [-0.463, 0.397, 0.776], [0.670, -0.062, 1.296], [-1.219, 1.710, 1.038], [1.319, 0.753, 2.348], [1.455, -1.267, 0.850], [-1.104, -1.669, -1.226], [-1.328, -1.764, -2.516], [-0.240, 1.914, -2.361], [-0.861, -0.368, -4.171], [-1.594, 1.972, 0.056], [-2.010, 1.422, 1.734], [-0.564, 2.454, 1.384], [1.935, 1.511, 1.874], [2.024, 0.206, 2.927], [0.597, 1.204, 2.937], [0.946, -2.020, 0.293], [2.345, -0.941, 0.404], [1.794, -1.865, 1.596], [-1.404, -2.709, -2.806]],
  "nbo_charge": [-0.09, -0.19, 0.16, 0.10, -0.03, -0.68, -0.64, -0.64, -0.30, -0.32, 0.00, 0.23, 0.24, 0.23, 0.22, 0.21, 0.21, 0.22, 0.24, 0.21, 0.21, 0.41],
  "orbital_gap_ev": 9.784,
  "total_energy_ha": -881.0040,
  "relative_energy_kcal_mol": 84.0,
  "spin_multiplicity": 1
}


{
  "formula": "C8H11ClNO6Sn",
  "method": "ωB97M-V with the def2-TZVPD basis set",
  "species": ["Sn", "C", "C", "C", "C", "C", "H", "H", "H", "H", "H", "N", "C", "C", "C", "O", "O", "H", "H", "H", "H", "H", "H", "O", "Cl", "O", "O", "O"],
  "positions_angstrom": [[-0.081, -0.644, -0.320], [-1.482, 0.143, -3.370], [-1.268, 1.530, -3.067], [0.114, 1.740, -2.792], [0.752, 0.541, -2.961], [-0.273, -0.481, -3.290], [-2.435, -0.300, -3.616], [-2.029, 2.299, -3.072], [0.568, 2.690, -2.559], [1.811, 0.348, -2.901], [-0.053, -1.523, -3.465], [-0.606, -1.270, 2.227], [-1.125, -0.297, 3.195], [-0.254, 0.939, 3.321], [-0.461, 1.828, 1.997], [-0.759, 2.975, 2.316], [-0.280, 1.270, 0.911], [-1.181, -2.108, 2.235], [0.324, -1.574, 2.506], [-1.172, -0.731, 4.199], [-2.145, -0.019, 2.930], [0.817, 0.728, 3.315], [-0.513, 1.532, 4.192], [1.527, -2.334, 0.728], [2.406, -1.960, -0.399], [3.706, -2.469, -0.269], [1.716, -2.376, -1.601], [2.375, -0.478, -0.390]],
  "nbo_charge": [1.54, -0.33, -0.04, -0.32, -0.22, -0.22, 0.24, 0.23, 0.25, 0.25, 0.25, -0.87, -0.24, -0.41, 0.80, -0.19, -0.73, 0.40, 0.40, 0.24, 0.23, 0.26, 0.26, -0.89, 2.50, -0.71, -0.82, -0.88],
  "orbital_gap_ev": [6.833, 4.493],
  "total_energy_ha": -1491.5028,
  "relative_energy_kcal_mol": 69.6,
  "spin_multiplicity": 1,
  "charge": 1
}


{
  "formula": "C8H11ClNOP",
  "method": "ωB97M-V with the def2-TZVPD basis set",
  "species": ["C", "C", "C", "C", "C", "C", "C", "C", "N", "O", "P", "Cl", "H", "H", "H", "H", "H", "H", "H", "H", "H", "H", "H"],
  "positions_angstrom": [[2.307, -2.081, -0.658], [2.585, -0.900, -1.301], [1.172, -2.164, 0.065], [1.593, 0.037, -1.457], [0.161, -1.235, -0.084], [0.426, -0.143, -0.897], [-2.536, 0.152, 1.011], [-0.621, 1.809, 1.607], [-1.454, 1.227, 0.597], [-1.981, 0.494, -1.891], [-0.921, 1.035, -0.914], [-0.152, 2.798, -1.669], [2.888, -3.066, -0.553], [3.562, -0.657, -1.811], [1.090, -2.972, 0.661], [1.965, 0.958, -2.050], [-0.725, -1.316, 0.502], [-3.113, 0.208, 0.075], [-2.130, -0.764, 1.251], [-3.008, 0.635, 1.869], [-1.093, 1.792, 2.547], [0.394, 1.340, 1.743], [-0.410, 2.812, 1.358]],
  "nbo_charge": [-0.20, -0.20, -0.19, -0.20, -0.18, -0.44, -0.38, -0.41, -0.83, -1.07, 2.05, -0.29, 0.22, 0.22, 0.20, 0.24, 0.21, 0.26, 0.18, 0.20, 0.21, 0.18, 0.21],
  "orbital_gap_ev": 10.117,
  "total_energy_ha": -1242.9871,
  "relative_energy_kcal_mol": 11.4,
  "spin_multiplicity": 1,
  "smiles": "CN(C)[P@@](=O)(Cl)c1ccccc1"
}


{
  "formula": "C8H11ClO",
  "method": "ωB97M-V with the def2-TZVPD basis set",
  "species": ["C", "C", "C", "C", "C", "C", "C", "C", "O", "Cl", "H", "H", "H", "H", "H", "H", "H", "H", "H", "H", "H"],
  "positions_angstrom": [[-0.195, -0.147, -0.478], [4.512, -0.675, -0.607], [3.243, -1.042, -0.449], [2.486, -0.402, 0.759], [-1.734, -0.392, -0.169], [-1.658, 1.042, 0.332], [-1.702, -1.498, 0.832], [-2.562, 2.018, -0.349], [-0.284, 1.059, -0.071], [2.677, 1.228, 0.666], [5.037, -1.171, -1.366], [4.763, 0.267, -0.088], [2.916, -2.060, -0.745], [-2.197, -0.579, -1.253], [-1.819, 1.170, 1.447], [-2.634, -1.798, 1.345], [-0.914, -1.341, 1.604], [-1.365, -2.407, 0.201], [-2.141, 2.324, -1.344], [-2.810, 2.953, 0.237], [-3.616, 1.452, -0.506]],
  "nbo_charge": [0.32, -0.36, -0.32, -0.05, -0.39, 0.06, -0.63, -0.64, -0.47, 0.06, 0.21, 0.20, 0.22, 0.24, 0.20, 0.22, 0.23, 0.23, 0.23, 0.22, 0.23],
  "orbital_gap_ev": 7.974,
  "total_energy_ha": -846.5512,
  "relative_energy_kcal_mol": 200.1,
  "spin_multiplicity": 1
}


{
  "formula": "C8H11ClO2",
  "method": "ωB97M-V with the def2-TZVPD basis set",
  "species": ["C", "C", "C", "C", "C", "C", "C", "C", "O", "O", "Cl", "H", "H", "H", "H", "H", "H", "H", "H", "H", "H", "H"],
  "positions_angstrom": [[0.373, -1.821, -0.231], [0.070, -0.213, 1.725], [-0.549, -0.933, 0.501], [-0.147, 0.468, 0.513], [1.556, 0.178, -0.631], [-1.973, -1.455, 0.475], [-0.887, 1.695, 0.118], [1.632, 1.064, -1.819], [0.305, -3.010, -0.368], [1.417, -1.114, -0.856], [2.800, 0.659, 0.541], [-0.466, -0.072, 2.728], [1.113, -0.554, 2.033], [-2.118, -2.043, -0.415], [-2.562, -0.419, 0.581], [-2.167, -2.122, 1.305], [-1.668, 2.007, 0.895], [-1.420, 1.395, -0.745], [-0.234, 2.520, -0.007], [0.666, 1.194, -2.260], [2.204, 0.522, -2.503], [2.051, 2.055, -1.581]],
  "nbo_charge": [0.82, -0.42, -0.24, 0.04, 0.34, -0.59, -0.65, -0.68, -0.53, -0.53, -0.07, 0.23, 0.24, 0.23, 0.21, 0.23, 0.22, 0.22, 0.23, 0.22, 0.23, 0.24],
  "orbital_gap_ev": 9.773,
  "total_energy_ha": -922.0151,
  "relative_energy_kcal_mol": 17.0,
  "spin_multiplicity": 1
}


{
  "formula": "C8H11ClOSi",
  "method": "ωB97M-V with the def2-TZVPD basis set",
  "species": ["C", "C", "C", "C", "C", "C", "C", "C", "O", "Si", "Cl", "H", "H", "H", "H", "H", "H", "H", "H", "H", "H", "H"],
  "positions_angstrom": [[-1.410, -2.888, -0.992], [-0.064, -3.006, -0.689], [-2.069, -1.701, -0.722], [0.616, -1.944, -0.122], [-1.385, -0.642, -0.155], [-0.030, -0.741, 0.157], [1.317, 0.399, 2.770], [-0.465, 4.496, -2.608], [-1.304, 5.237, -2.198], [0.919, 0.701, 0.929], [-0.195, 2.397, 0.770], [-1.943, -3.715, -1.438], [0.455, -3.931, -0.900], [-3.119, -1.597, -0.956], [1.667, -2.046, 0.108], [-1.909, 0.280, 0.048], [0.821, 1.132, 3.401], [1.003, -0.587, 3.099], [2.384, 0.479, 2.954], [0.536, 4.414, -2.153], [-0.627, 3.833, -3.476], [2.146, 0.938, 0.160]],
  "nbo_charge": [-0.20, -0.21, -0.21, -0.20, -0.20, -0.46, -1.10, 0.29, -0.49, 1.34, -0.38, 0.21, 0.21, 0.21, 0.21, 0.22, 0.25, 0.25, 0.24, 0.10, 0.10, -0.19],
  "orbital_gap_ev": 10.373,
  "total_energy_ha": -1136.3928,
  "relative_energy_kcal_mol": 0.0,
  "spin_multiplicity": 1,
  "smiles": "C[Si@H](Cl)c1ccccc1.C=O"
}


Summary of strongest force on any atom in Eh/bohr
0.0368; 0.0913; 0.0597; 0.0143; 0.1046; 0.0208; 0.1125; 0.0612; 0.1094; 0.0250
(order as listed above)